Record 1
{
  "formula": "C8H7ClCuIN3",
  "method": "ωB97M-V/def2-TZVPD",
  "species": ["Cu", "Cl", "C", "C", "C", "C", "N", "C", "H", "H", "H", "H", "I", "C", "C", "N", "N", "C", "H", "H", "H"],
  "xyz": [[-0.05, -0.74, -0.81], [2.11, -3.02, 3.85], [0.91, -2.04, 3.11], [-0.01, -1.35, 3.87], [-0.97, -0.59, 3.22], [-0.96, -0.55, 1.84], [-0.06, -1.21, 1.10], [0.86, -1.96, 1.73], [0.01, -1.41, 4.95], [-1.71, -0.04, 3.77], [-1.71, 0.02, 1.30], [1.57, -2.51, 1.12], [-0.93, 2.65, -5.87], [-0.32, 1.91, -4.03], [0.40, 2.59, -3.07], [0.57, 1.74, -2.05], [0.01, 0.54, -2.29], [-0.54, 0.64, -3.50], [0.79, 3.59, -3.07], [1.09, 1.90, -1.20], [-1.06, -0.19, -3.95]],
  "mulliken_charge": [0.1505, -0.1608, 0.1299, -0.1688, -0.6658, 0.1435, -0.4626, 0.0130, 0.4377, 0.3877, 0.4149, 0.4289, 0.2160, -0.4635, -0.1229, 0.0550, -0.1895, -0.2695, 0.4645, 0.1880, 0.4738],
  "e_homo_ev": -12.05,
  "e_above_lowest_ev": 0.000,
  "charge": 1,
  "e_lumo_ev": -3.29,
  "energy_ha": -2871.4736
}

Record 2
{
  "formula": "C8H7ClF3NO7",
  "method": "ωB97M-V/def2-TZVPD",
  "species": ["O", "C", "O", "C", "C", "C", "N", "C", "O", "C", "F", "F", "F", "C", "C", "H", "H", "H", "H", "H", "H", "H", "O", "Cl", "O", "O", "O"],
  "xyz": [[1.53, -1.66, -4.40], [0.68, -1.98, -3.62], [-0.27, -2.89, -4.01], [0.70, -1.29, -2.22], [-0.31, -0.28, -1.89], [-0.32, 0.35, -0.58], [0.65, 0.00, 0.33], [0.65, 0.59, 1.71], [1.00, -0.35, 2.72], [-0.08, -1.07, 3.17], [-0.93, -1.50, 2.19], [-0.82, -0.43, 4.11], [0.43, -2.20, 3.77], [1.64, -0.93, 0.08], [1.71, -1.59, -1.20], [-0.75, -3.24, -3.23], [-1.10, 0.04, -2.61], [-1.11, 1.11, -0.30], [-0.31, 1.17, 1.91], [1.47, 1.36, 1.68], [2.41, -1.19, 0.84], [2.49, -2.36, -1.37], [-1.14, 4.72, -0.07], [-1.88, 3.68, 0.58], [-2.94, 4.24, 1.37], [-0.98, 2.92, 1.45], [-2.43, 2.76, -0.41]],
  "mulliken_charge": [-0.4333, 0.3067, -0.4378, 0.5006, -0.5788, 0.2324, 0.2625, -0.8144, -0.3390, 0.9515, -0.2490, -0.2296, -0.2547, -0.0077, -0.7008, 0.3682, 0.4513, 0.2696, 0.5989, 0.3316, 0.4038, 0.4125, -0.6483, 1.8102, -0.6418, -0.7817, -0.7830],
  "e_homo_ev": -9.32,
  "e_lumo_ev": -2.44,
  "energy_ha": -1649.9631
}

Record 3
{
  "formula": "C8H7FO3S",
  "method": "ωB97M-V/def2-TZVPD",
  "species": ["C", "C", "C", "C", "C", "C", "C", "C", "O", "O", "O", "F", "S", "H", "H", "H", "H", "H", "H", "H"],
  "xyz": [[-1.44, -1.60, -0.12], [-2.28, -0.58, 0.30], [-0.08, -1.36, -0.40], [-1.77, 0.63, 0.46], [0.40, -0.08, -0.19], [-0.49, 0.88, 0.24], [1.89, 0.31, -0.27], [1.61, 2.19, -0.86], [-0.49, 3.63, 0.15], [1.06, 2.40, 1.67], [2.48, 0.41, 0.90], [0.90, 2.11, -2.00], [0.39, 2.54, 0.39], [-1.91, -2.57, -0.12], [-3.34, -0.64, 0.50], [0.73, -2.07, -0.56], [-2.47, 1.43, 0.80], [2.41, -0.12, -1.04], [2.39, 3.04, -1.11], [1.97, 1.12, 1.47]],
  "mulliken_charge": [-0.5288, -0.4726, -0.7933, -0.4315, 1.0125, 0.3181, -1.1238, -0.0202, -0.6638, -0.6567, -0.5245, -0.2564, 1.1719, 0.3601, 0.3903, 0.4083, 0.3346, 0.6367, 0.3093, 0.5297],
  "e_homo_ev": -9.67,
  "e_lumo_ev": 0.52,
  "energy_ha": -1032.7027
}

Record 4
{
  "formula": "C8H7I2N3OPdS",
  "method": "ωB97M-V/def2-TZVPD",
  "species": ["Pd", "N", "C", "S", "N", "N", "C", "C", "C", "C", "C", "C", "C", "O", "H", "H", "H", "H", "H", "H", "H", "I", "I"],
  "xyz": [[0.00, -0.29, 0.19], [1.68, 1.17, 3.88], [1.22, 0.52, 2.80], [-0.01, 1.30, 1.86], [1.74, -0.71, 2.63], [1.39, -1.27, 1.49], [1.50, -2.58, 1.43], [1.23, -3.35, 0.28], [1.36, -4.76, 0.43], [1.19, -5.61, -0.62], [0.91, -5.10, -1.92], [0.77, -3.77, -2.13], [0.85, -2.83, -1.04], [0.60, -1.63, -1.28], [1.23, 2.03, 4.17], [2.30, 0.69, 4.51], [1.83, -3.10, 2.32], [1.61, -5.15, 1.41], [1.28, -6.68, -0.46], [0.80, -5.79, -2.75], [0.55, -3.36, -3.11], [-2.23, -1.61, 0.54], [-4.80, -2.70, 0.84]],
  "mulliken_charge": [-0.0538, -0.3509, 0.6649, -0.3386, -0.9729, 0.4613, -0.4192, 0.8258, -0.6531, -0.5540, -0.3704, -0.6178, 0.7913, -0.7570, 0.2092, 0.2581, 0.3636, 0.3308, 0.3982, 0.3738, 0.4230, 0.2195, -0.2319],
  "e_homo_ev": [-7.84, -8.44],
  "s2": 2.085,
  "e_lumo_ev": [-1.53, -2.89],
  "multiplicity": 3,
  "energy_ha": -1669.9907
}

Record 5
{
  "formula": "C8H7IrN4O4SSe3Te",
  "method": "ωB97M-V/def2-TZVPD",
  "species": ["Ir", "N", "C", "S", "N", "N", "C", "C", "C", "C", "C", "C", "C", "O", "H", "H", "H", "H", "H", "H", "H", "Se", "Se", "Te", "Se", "O", "N", "O", "O"],
  "xyz": [[-0.21, 0.32, 1.67], [4.12, -0.71, 2.15], [2.81, -0.62, 1.79], [1.65, -0.65, 3.08], [2.55, -0.55, 0.52], [1.22, -0.54, 0.20], [0.98, -0.64, -1.07], [-0.32, -0.77, -1.64], [-0.44, -0.75, -3.05], [-1.65, -0.85, -3.67], [-2.81, -0.99, -2.89], [-2.74, -1.03, -1.53], [-1.50, -0.90, -0.84], [-1.48, -0.94, 0.45], [4.33, -0.43, 3.09], [4.80, -0.46, 1.45], [1.84, -0.65, -1.74], [0.47, -0.63, -3.63], [-1.72, -0.80, -4.75], [-3.78, -1.07, -3.38], [-3.62, -1.12, -0.91], [-1.35, 2.34, -0.20], [0.22, 2.94, -1.66], [2.46, 2.91, -0.37], [1.65, 2.69, 1.91], [-1.68, -0.23, 3.48], [-1.89, 0.98, 3.79], [-2.59, 1.30, 4.72], [-1.31, 1.84, 3.05]],
  "mulliken_charge": [0.9993, -0.4699, 0.6062, -0.4433, -0.9786, 0.4897, -0.4786, 0.8118, -0.6791, -0.6115, -0.4345, -0.4303, 0.4896, -0.9413, 0.1985, 0.2440, 0.3622, 0.3090, 0.3836, 0.3578, 0.3838, -0.0467, -0.1715, -0.0700, -0.2758, -0.6569, 1.3002, -0.6395, -0.6082],
  "e_homo_ev": [-2.46, -4.75],
  "s2": 8.781,
  "e_above_lowest_ev": 2.743,
  "charge": -1,
  "e_lumo_ev": [1.39, 0.43],
  "multiplicity": 6,
  "energy_ha": -8803.7458
}

Record 6
{
  "formula": "C8H7N2O2S",
  "method": "ωB97M-V/def2-TZVPD",
  "species": ["C", "C", "C", "C", "C", "C", "C", "C", "N", "N", "O", "O", "S", "H", "H", "H", "H", "H", "H", "H"],
  "xyz": [[-2.15, -1.00, 1.13], [-2.87, -0.01, 0.50], [-0.83, -1.23, 0.85], [-2.28, 0.92, -0.35], [-0.19, -0.43, -0.11], [-0.92, 0.67, -0.67], [2.25, -1.46, -0.42], [1.14, -0.43, -0.77], [0.10, 1.27, -1.49], [1.20, 0.53, -1.60], [2.24, -2.62, -0.82], [2.96, -0.87, 0.40], [3.45, 1.90, 0.66], [-2.68, -1.51, 2.04], [-4.00, 0.08, 0.59], [-0.27, -2.07, 1.34], [-2.90, 1.65, -0.98], [0.11, 2.15, -1.89], [2.29, 1.87, 1.29], [3.33, 0.59, 0.28]],
  "mulliken_charge": [-0.4353, -0.1494, -0.2302, -0.7553, 0.9295, -0.1164, 0.5117, 0.0689, 0.1782, -0.7678, -0.6954, -0.6781, -0.4494, 0.1990, 0.2660, 0.3603, 0.2494, 0.1524, 0.0639, 0.2980],
  "e_homo_ev": -4.83,
  "e_above_lowest_ev": 1.151,
  "charge": -1,
  "e_lumo_ev": 3.24,
  "energy_ha": -967.2644
}